(1)
{"formula": "C4H8O2", "method": "wB97M-V/def2-TZVPD", "multiplicity": 1, "e_above_lowest_kcal_mol": 22.76, "smiles": "CC(C)(O)C=O", "homo_ev": -10.1, "homo_lumo_gap_ev": 10.99, "total_energy_ev": -8372.295, "elements": ["C", "C", "C", "O", "C", "O", "H", "H", "H", "H", "H", "H", "H", "H"], "positions_angstrom": [[-0.070, -0.593, 1.408], [0.149, -0.237, -0.062], [-1.148, 0.333, -0.687], [0.595, -1.378, -0.749], [1.104, 0.914, -0.341], [1.913, 0.857, -1.236], [-0.872, -1.337, 1.475], [0.828, -1.038, 1.844], [-0.375, 0.273, 2.007], [-0.899, 0.998, -1.516], [-1.714, 0.903, 0.053], [-1.765, -0.476, -1.076], [1.307, -1.075, -1.340], [0.947, 1.857, 0.221]]}


(2)
{"formula": "C3H9N3O", "method": "wB97M-V/def2-TZVPD", "multiplicity": 1, "e_above_lowest_kcal_mol": 185.24, "homo_ev": [-8.4, -7.7], "homo_lumo_gap_ev": [8.19, 7.85], "total_energy_ev": -9767.506, "elements": ["C", "C", "C", "N", "N", "N", "O", "H", "H", "H", "H", "H", "H", "H", "H", "H"], "positions_angstrom": [[-1.436, 1.331, 0.497], [-1.701, -1.237, -0.195], [-0.691, -0.073, 0.071], [0.043, 0.116, -1.063], [3.156, 0.077, -0.590], [2.029, 0.208, 0.026], [1.798, -0.419, 1.036], [-0.719, 2.034, 0.880], [-1.897, 1.724, -0.382], [-2.208, 0.900, 1.287], [-2.290, -1.408, 0.674], [-1.041, -1.994, -0.317], [-2.156, -0.843, -1.040], [-0.028, -0.342, 1.017], [3.202, 0.538, -1.498], [3.938, -0.613, -0.404]]}


(3)
{"formula": "C24H46O15", "method": "wB97M-V/def2-TZVPD", "multiplicity": 1, "e_above_lowest_kcal_mol": 0.00, "smiles": "CCCCC[C@@H]1COC(=O)O1.CCOC(=O)OC.CCOC(=O)OC.CCOC(=O)OC.CCOC(=O)OC", "homo_ev": -10.8, "homo_lumo_gap_ev": 11.02, "total_energy_ev": -56347.070, "elements": ["C", "C", "C", "C", "C", "C", "C", "O", "C", "O", "O", "H", "H", "H", "H", "H", "H", "H", "H", "H", "H", "H", "H", "H", "H", "C", "C", "O", "C", "O", "O", "C", "H", "H", "H", "H", "H", "H", "H", "H", "C", "C", "O", "C", "O", "O", "C", "H", "H", "H", "H", "H", "H", "H", "H", "C", "C", "O", "C", "O", "O", "C", "H", "H", "H", "H", "H", "H", "H", "H", "C", "C", "O", "C", "O", "O", "C", "H", "H", "H", "H", "H", "H", "H", "H"], "positions_angstrom": [[-6.818, 0.882, -4.936], [-7.126, -0.485, -4.290], [-6.429, -0.779, -2.936], [-5.210, 0.063, -2.623], [-4.023, -0.279, -3.517], [-2.791, 0.572, -3.230], [-2.621, 1.176, -1.862], [-3.265, 2.448, -2.015], [-3.348, 2.717, -3.328], [-3.872, 3.609, -3.780], [-2.685, 1.739, -4.019], [-7.712, 1.200, -5.462], [-6.591, 1.670, -4.233], [-6.064, 0.786, -5.705], [-6.938, -1.251, -5.032], [-8.194, -0.506, -4.110], [-7.160, -0.759, -2.140], [-6.078, -1.807, -2.984], [-4.901, -0.206, -1.616], [-5.399, 1.128, -2.586], [-4.266, -0.210, -4.572], [-3.744, -1.306, -3.312], [-1.941, -0.096, -3.330], [-2.940, 0.624, -0.989], [-1.582, 1.440, -1.674], [-5.209, -6.956, -7.110], [-4.690, -5.540, -7.242], [-4.611, -4.889, -5.965], [-3.548, -5.204, -5.224], [-2.659, -5.955, -5.534], [-3.643, -4.543, -4.065], [-2.598, -4.841, -3.138], [-6.157, -6.965, -6.570], [-5.358, -7.401, -8.094], [-4.509, -7.579, -6.553], [-5.380, -4.944, -7.836], [-3.721, -5.512, -7.740], [-1.618, -4.712, -3.592], [-2.709, -5.857, -2.762], [-2.693, -4.145, -2.308], [-1.041, 4.561, 0.283], [0.175, 4.307, 1.146], [-0.179, 4.213, 2.534], [-0.696, 3.046, 2.916], [-0.871, 2.079, 2.215], [-0.997, 3.131, 4.214], [-1.623, 1.965, 4.752], [-1.589, 5.435, 0.637], [-0.747, 4.726, -0.754], [-1.728, 3.715, 0.314], [0.869, 5.142, 1.071], [0.709, 3.410, 0.831], [-1.038, 1.072, 4.540], [-2.631, 1.860, 4.351], [-1.681, 2.105, 5.828], [1.451, 0.188, 1.706], [2.444, -0.263, 0.655], [3.762, 0.235, 0.928], [4.449, -0.436, 1.854], [4.074, -1.415, 2.450], [5.631, 0.167, 2.008], [6.461, -0.409, 3.021], [1.480, 1.269, 1.818], [0.440, -0.109, 1.434], [1.689, -0.246, 2.678], [2.168, 0.146, -0.316], [2.463, -1.349, 0.560], [6.582, -1.479, 2.868], [6.041, -0.211, 4.006], [7.434, 0.068, 2.951], [8.147, 1.533, 9.102], [8.806, 0.466, 8.252], [8.657, 0.746, 6.853], [9.498, 1.654, 6.355], [10.364, 2.233, 6.962], [9.207, 1.819, 5.061], [9.987, 2.820, 4.405], [7.106, 1.668, 8.805], [8.182, 1.256, 10.156], [8.648, 2.493, 8.983], [8.319, -0.494, 8.417], [9.860, 0.348, 8.504], [11.051, 2.648, 4.553], [9.709, 3.809, 4.766], [9.761, 2.752, 3.344]]}